{"formula": "C22H28N3O6", "method": "ωB97M-V/def2-TZVPD", "species": ["C", "C", "O", "C", "C", "C", "C", "C", "O", "O", "H", "H", "H", "H", "H", "H", "H", "H", "H", "H", "H", "C", "N", "C", "C", "C", "C", "C", "C", "C", "C", "O", "N", "C", "C", "O", "N", "C", "C", "O", "C", "C", "H", "H", "H", "H", "H", "H", "H", "H", "H", "H", "H", "H", "H", "H", "H", "H", "H"], "positions_angstrom": [[-3.692738, -0.385152, 1.725679], [-2.522089, 0.568736, 1.786485], [-1.372458, -0.132205, 2.306231], [-0.193667, 0.514930, 2.078068], [0.952692, -0.334252, 2.508222], [0.715553, -1.779938, 2.678072], [2.259595, 0.266535, 2.280426], [3.448849, -0.657839, 2.070985], [2.435421, 1.483567, 2.286556], [-0.140733, 1.601412, 1.538590], [-4.618001, 0.152350, 1.495062], [-3.540856, -1.129882, 0.934221], [-3.840281, -0.902494, 2.679912], [-2.280190, 0.957509, 0.788181], [-2.719554, 1.409935, 2.463145], [-0.346967, -1.935978, 2.908544], [0.928493, -2.332124, 1.749749], [1.330026, -2.197448, 3.488906], [3.174042, -1.706368, 1.925273], [4.008071, -0.322272, 1.189256], [4.120494, -0.564626, 2.936704], [-4.044000, -4.140508, 8.852929], [-2.606574, -3.979475, 8.757715], [-1.821787, -4.547891, 9.835419], [-2.031233, -3.091221, 7.852143], [-2.165688, -1.696209, 8.032846], [-1.459698, -0.843942, 7.221264], [-0.621164, -1.339972, 6.198590], [0.193778, -0.397044, 5.464712], [0.962903, 0.545752, 6.074680], [1.165855, 1.844119, 5.403729], [0.356507, 2.325361, 4.607147], [2.382049, 2.453040, 5.766181], [2.867826, 3.522993, 4.920804], [2.703339, 2.545426, 7.132293], [3.467358, 3.385974, 7.603069], [2.066392, 1.606750, 7.954417], [2.438905, 1.690440, 9.349917], [1.431345, 0.438288, 7.477699], [1.282512, -0.534465, 8.221420], [-0.638268, -2.719882, 5.911752], [-1.302412, -3.590623, 6.750772], [-4.528807, -3.674501, 7.983956], [-4.281446, -5.213990, 8.862070], [-4.450717, -3.701877, 9.778090], [-0.760277, -4.299842, 9.689120], [-2.155430, -4.164284, 10.814679], [-1.948985, -5.639089, 9.833397], [-2.783227, -1.316789, 8.845693], [-1.525972, 0.237065, 7.356667], [0.086780, -0.365250, 4.391186], [3.618137, 4.049637, 5.501897], [3.289028, 3.101410, 4.008603], [2.036029, 4.176279, 4.646566], [1.919480, 0.903864, 9.887091], [3.519429, 1.580095, 9.467704], [2.150200, 2.673325, 9.725657], [-0.066663, -3.074707, 5.053918], [-1.276383, -4.665591, 6.577780]], "forces_ev_per_a": [[-0.08, -0.26, -0.03], [0.41, -0.02, 0.27], [-1.68, 0.19, -0.44], [2.79, -0.81, 0.38], [-0.06, 2.50, -1.37], [-0.06, -0.71, -0.17], [-1.82, -0.85, 0.59], [0.39, -0.08, 0.04], [0.94, 0.47, -0.12], [-0.77, 0.04, 0.00], [0.11, 0.04, 0.00], [0.00, 0.04, 0.23], [0.07, 0.04, -0.13], [-0.06, 0.05, 0.34], [-0.05, -0.02, -0.27], [0.39, -0.23, 0.04], [-0.01, -0.33, 0.18], [-0.09, -0.19, -0.12], [0.04, 0.12, 0.11], [-0.12, 0.04, 0.16], [-0.08, -0.12, -0.17], [0.45, 0.09, -0.06], [-0.60, -0.85, 0.43], [-0.16, 0.15, -0.41], [0.42, 0.82, -0.68], [0.06, -0.99, -0.08], [0.49, 0.28, -0.62], [-0.51, -1.09, 0.68], [0.10, 0.88, 0.77], [-0.90, -0.45, 0.20], [-0.91, 0.13, -1.66], [1.91, -0.78, 1.63], [-0.10, 0.62, 0.91], [0.10, 0.36, -0.34], [0.03, 0.23, -0.45], [-0.84, -1.05, -0.52], [0.29, -0.19, -0.36], [0.06, 0.05, 0.32], [-0.30, -0.66, 0.75], [0.28, 1.30, -0.96], [0.44, 0.82, -0.10], [-0.50, 0.26, 0.67], [0.14, -0.16, 0.30], [-0.16, 0.11, -0.01], [-0.08, 0.03, -0.09], [-0.39, -0.12, 0.09], [0.16, -0.04, -0.05], [0.17, 0.03, 0.19], [0.12, -0.10, -0.14], [0.09, -0.28, 0.02], [0.00, 0.48, -0.26], [-0.01, 0.16, -0.20], [-0.11, -0.04, 0.00], [0.16, 0.03, 0.03], [0.01, 0.00, -0.02], [-0.11, -0.02, 0.06], [0.08, -0.11, 0.05], [-0.13, 0.01, 0.27], [-0.01, 0.21, 0.10]], "gap_ev": 5.29, "largest_force_ev_per_a": 2.9, "charge": -1, "lumo_energy_ev": 2.1, "mol_weight_g_mol": 430.5, "de_lowest_ev": 0.0000, "e_tot_ha": -1470.87527}